Entry 1:
Below is C28H37CoN9O4PSSi as an isolated structure, with properties calculated with wB97M-V/def2-TZVPD.

Cartesian coordinates (Å):
1 Co -0.003 -1.368 0.382
2 N 3.367 -3.794 -0.607
3 C 2.046 -3.652 -0.770
4 N 1.631 -2.678 -0.003
5 C 2.767 -2.241 0.616
6 N 3.845 -2.901 0.265
7 C 2.651 -1.190 1.604
8 C 3.732 -0.554 2.213
9 N 3.578 0.290 3.217
10 C 2.324 0.509 3.621
11 C 1.240 -0.045 2.973
12 N 1.382 -0.888 1.948
13 H 3.999 -4.404 -1.099
14 H 1.438 -4.252 -1.427
15 H 4.739 -0.765 1.871
16 H 2.204 1.140 4.492
17 H 0.224 0.162 3.289
18 S -2.586 -0.187 -0.083
19 C -1.192 0.238 0.733
20 N 0.366 -3.170 5.006
21 C -0.823 -3.773 4.819
22 N -1.357 -4.462 5.835
23 N -1.505 -3.702 3.708
24 C -1.182 -3.127 2.605
25 N -1.005 -2.677 1.548
26 H 0.892 -3.296 5.852
27 H 0.804 -2.685 4.243
28 H -0.846 -4.638 6.681
29 H -2.223 -4.948 5.681
30 C -0.604 -4.201 -3.061
31 C -1.071 -2.913 -3.740
32 C -2.482 -2.570 -3.274
33 C -1.036 -3.039 -5.261
34 Si 0.070 -1.446 -3.123
35 O -0.162 -1.250 -1.567
36 C -0.500 0.031 -4.164
37 C -1.532 0.861 -3.730
38 C -1.989 1.905 -4.523
39 C -1.433 2.117 -5.776
40 C -0.406 1.300 -6.225
41 C 0.062 0.271 -5.418
42 C 1.919 -1.707 -3.489
43 C 2.796 -0.801 -2.879
44 C 4.169 -0.895 -3.046
45 C 4.705 -1.914 -3.823
46 C 3.856 -2.818 -4.447
47 C 2.479 -2.707 -4.283
48 H -1.278 -5.028 -3.315
49 H -0.611 -4.086 -1.973
50 H 0.401 -4.490 -3.386
51 H -3.163 -3.399 -3.502
52 H -2.861 -1.679 -3.777
53 H -2.510 -2.398 -2.196
54 H -1.677 -3.870 -5.581
55 H -0.031 -3.237 -5.640
56 H -1.404 -2.131 -5.738
57 H -1.994 0.668 -2.766
58 H -2.784 2.551 -4.168
59 H -1.806 2.914 -6.407
60 H 0.030 1.461 -7.203
61 H 0.872 -0.358 -5.773
62 H 2.383 -0.010 -2.259
63 H 4.825 -0.174 -2.573
64 H 5.777 -2.006 -3.943
65 H 4.260 -3.605 -5.072
66 H 1.839 -3.418 -4.792
67 C 0.621 3.559 2.208
68 O 0.336 2.356 1.459
69 P -1.139 1.893 1.172
70 O -1.896 2.193 2.534
71 C -3.285 1.868 2.714
72 O -1.814 2.968 0.222
73 C -1.303 3.238 -1.099
74 H 0.375 4.443 1.622
75 H 1.687 3.535 2.412
76 H 0.052 3.571 3.135
77 H -3.520 2.089 3.751
78 H -3.464 0.811 2.518
79 H -3.901 2.475 2.053
80 H -2.038 3.876 -1.580
81 H -1.178 2.318 -1.671
82 H -0.347 3.758 -1.039

Computed properties:
Gap between HOMO and LUMO (spin up / spin down) = 6.6171 / 6.2611 eV
Total charge = +1
Energy above the lowest of the compared OMol25 structures with the same formula, charge and spin = 0.0 kJ/mol
Spin multiplicity = 6
Molar mass = 713.723 g/mol

Entry 2:
Below is a 2-piece molecular cluster, C8H19FN5O overall, with properties calculated with wB97M-V/def2-TZVPD.

Cartesian coordinates (Å):
1 C -2.435 2.243 -2.762
2 N -1.165 1.554 -2.568
3 C -0.657 1.247 -1.397
4 N 0.585 0.644 -1.378
5 C 0.857 -0.314 -0.282
6 C 0.004 -0.088 0.970
7 C -0.670 1.278 1.023
8 C 0.162 2.499 1.473
9 C 1.671 2.383 1.404
10 F -0.195 2.751 2.797
11 N -1.344 1.506 -0.276
12 H -2.663 2.244 -3.824
13 H -3.225 1.713 -2.228
14 H -2.380 3.280 -2.422
15 H -0.617 1.286 -3.372
16 H 1.302 1.355 -1.461
17 H 1.918 -0.223 -0.049
18 H 0.701 -1.326 -0.648
19 H 0.581 -0.259 1.879
20 H -0.786 -0.839 0.983
21 H -1.472 1.196 1.759
22 H -0.151 3.374 0.888
23 H 2.038 1.442 1.812
24 H 2.029 2.503 0.377
25 H 2.107 3.196 1.985
26 H -1.860 2.377 -0.328
27 C 0.464 -4.175 0.683
28 O -0.132 -3.104 0.624
29 N 1.436 -4.523 -0.209
30 N 0.193 -5.094 1.647
31 H 1.924 -5.398 -0.175
32 H 1.645 -3.883 -0.951
33 H -0.523 -4.868 2.312
34 H 0.659 -5.979 1.715

Computed properties:
Gap between HOMO and LUMO = 9.9520 eV
Total charge = +1
Molar mass = 220.272 g/mol

Entry 3:
Below is a 5-piece molecular cluster, C27H65NO10P2 overall, with properties calculated with wB97M-V/def2-TZVPD.

Cartesian coordinates (Å):
1 C 5.659 -0.301 0.608
2 C 6.590 0.888 0.803
3 O 6.357 1.970 -0.077
4 C 5.109 2.610 0.053
5 C 4.389 2.653 -1.287
6 O 4.291 1.378 -1.895
7 C 3.108 0.665 -1.617
8 C 2.334 0.417 -2.906
9 O 1.208 -0.403 -2.611
10 C -0.053 0.182 -2.768
11 P -0.439 1.505 -1.500
12 C -2.296 1.378 -1.397
13 C -2.789 2.445 -0.446
14 O -2.754 3.612 -0.753
15 N -3.231 2.052 0.858
16 C -2.068 1.842 1.727
17 C -4.084 0.860 0.823
18 P 0.139 3.379 -2.448
19 O -1.182 3.868 -3.293
20 O 0.229 4.425 -1.198
21 H 4.617 -0.062 0.844
22 H 5.719 -0.672 -0.416
23 H 5.954 -1.097 1.300
24 H 7.612 0.562 0.586
25 H 6.590 1.224 1.852
26 H 5.275 3.652 0.365
27 H 4.480 2.147 0.823
28 H 4.977 3.277 -1.966
29 H 3.396 3.102 -1.163
30 H 2.460 1.208 -0.915
31 H 3.341 -0.307 -1.165
32 H 2.974 -0.123 -3.610
33 H 2.043 1.362 -3.374
34 H -0.227 0.538 -3.793
35 H -0.780 -0.604 -2.540
36 H -2.531 0.371 -1.053
37 H -2.721 1.507 -2.398
38 H -1.507 0.936 1.457
39 H -2.402 1.739 2.763
40 H -1.411 2.712 1.675
41 H -3.482 -0.061 0.845
42 H -4.702 0.853 -0.077
43 H -4.742 0.844 1.694
44 H -1.035 4.769 -3.609
45 H -0.512 4.384 -0.575
46 C -1.443 9.965 -2.333
47 C -1.555 9.357 -0.945
48 O -2.863 8.945 -0.597
49 C -3.435 7.947 -1.426
50 C -2.660 6.642 -1.452
51 H -2.158 10.781 -2.450
52 H -0.437 10.356 -2.488
53 H -1.638 9.232 -3.118
54 H -1.286 10.102 -0.196
55 H -0.847 8.527 -0.834
56 H -3.576 8.328 -2.445
57 H -4.429 7.774 -1.014
58 H -1.680 6.763 -1.921
59 H -3.205 5.884 -2.013
60 H -2.502 6.271 -0.439
61 C 2.452 -3.488 3.415
62 C 3.074 -2.426 2.525
63 O 2.980 -2.707 1.141
64 C 1.667 -2.828 0.621
65 C 0.829 -1.572 0.780
66 H 2.861 -4.472 3.182
67 H 2.654 -3.267 4.463
68 H 1.369 -3.541 3.292
69 H 4.144 -2.358 2.726
70 H 2.648 -1.441 2.750
71 H 1.154 -3.692 1.060
72 H 1.803 -3.042 -0.439
73 H 0.605 -1.351 1.825
74 H -0.121 -1.691 0.255
75 H 1.351 -0.714 0.356
76 C -5.736 -2.425 -2.513
77 C -6.290 -2.636 -1.114
78 O -6.586 -1.434 -0.424
79 C -7.561 -0.598 -1.023
80 C -8.927 -1.246 -1.168
81 H -4.870 -1.761 -2.484
82 H -5.430 -3.380 -2.940
83 H -6.474 -1.984 -3.185
84 H -5.545 -3.138 -0.496
85 H -7.169 -3.289 -1.145
86 H -7.209 -0.228 -1.993
87 H -7.634 0.266 -0.362
88 H -8.914 -2.074 -1.878
89 H -9.648 -0.513 -1.530
90 H -9.270 -1.631 -0.207
91 C 4.002 -8.874 1.478
92 C 3.806 -7.714 2.440
93 O 2.818 -7.942 3.429
94 C 3.057 -9.032 4.300
95 C 4.331 -8.904 5.118
96 H 3.050 -9.158 1.027
97 H 4.693 -8.586 0.686
98 H 4.414 -9.753 1.975
99 H 3.460 -6.838 1.890
100 H 4.760 -7.437 2.905
101 H 3.053 -9.977 3.745
102 H 2.194 -9.053 4.966
103 H 5.225 -8.950 4.494
104 H 4.392 -9.719 5.841
105 H 4.345 -7.956 5.657

Computed properties:
Gap between HOMO and LUMO = 8.8614 eV
Total charge = 0
Energy above the lowest of the compared OMol25 structures with the same formula, charge and spin = 0.0 kJ/mol
Molar mass = 625.762 g/mol
SMILES = CCOCCOCCOCP(CC(=O)N(C)C)#P(O)O.CCOCC.CCOCC.CCOCC.CCOCC

Entry 4:
Below is a 2-piece molecular cluster, C5H6N2O overall, with properties calculated with wB97M-V/def2-TZVPD.

Cartesian coordinates (Å):
1 C -0.985 -0.329 0.170
2 C -2.279 -1.043 0.346
3 C 2.289 1.998 -0.945
4 C -0.967 -1.780 0.382
5 C 3.210 1.629 -0.075
6 N -0.381 0.674 -0.281
7 N -3.504 -1.123 0.562
8 O 1.677 2.327 -1.884
9 H -0.656 -2.511 -0.385
10 H -0.493 -2.113 1.266
11 H 3.984 2.225 0.322
12 H 3.044 0.594 0.213
13 H -0.987 1.524 -0.309
14 H -3.953 -2.072 0.619

Computed properties:
Gap between HOMO and LUMO = 8.8167 eV
Total charge = 0
Energy above the lowest of the compared OMol25 structures with the same formula, charge and spin = 411.8 kJ/mol
Molar mass = 110.116 g/mol
SMILES = [H]/N=C1/C/C1=N\[H].C=C=O

Entry 5:
Below is an isolated ion of composition CH2F2N2OP and charge +1, with properties calculated with wB97M-V/def2-TZVPD.

Cartesian coordinates (Å):
1 C -1.350 0.173 -0.537
2 N 1.706 1.793 0.527
3 N 0.720 1.070 0.247
4 O -0.223 1.145 -0.602
5 F -2.375 0.701 0.087
6 F -0.891 -0.935 0.109
7 P 1.696 0.558 1.754
8 H -1.484 0.165 -1.599
9 H 2.625 -0.330 1.055

Computed properties:
Gap between HOMO and LUMO = 10.0850 eV
Total charge = +1
Energy above the lowest of the compared OMol25 structures with the same formula, charge and spin = 498.1 kJ/mol
Molar mass = 127.010 g/mol
SMILES = FC(F)O[N+]1=[PH]=N1

Entry 6:
Below is a 2-piece molecular cluster, C3H3F7N2 overall, with properties calculated with wB97M-V/def2-TZVPD.

Cartesian coordinates (Å):
1 C -0.240 -0.641 0.477
2 C -0.535 -2.001 -0.007
3 C -1.386 0.303 0.731
4 N 1.870 1.852 -0.529
5 N 1.472 0.853 -1.207
6 F 0.726 -0.576 1.431
7 F -1.229 -1.977 -1.162
8 F 0.599 -2.626 -0.213
9 F -1.370 -2.695 0.809
10 F -2.444 -0.370 1.219
11 F -1.855 0.926 -0.358
12 F -1.053 1.284 1.649
13 H 1.899 2.800 -0.939
14 H 2.556 1.757 0.206
15 H 0.990 1.112 -2.110

Computed properties:
Gap between HOMO and LUMO (spin up / spin down) = 10.4914 / 6.8589 eV
Total charge = 0
Energy above the lowest of the compared OMol25 structures with the same formula, charge and spin = 110.2 kJ/mol
Molar mass = 200.057 g/mol